89
Properties=species:S:1:pos:R:3:mulliken_charge:R:1 method="wB97M-V/def2-TZVPD" relative_energy_kj_mol=0.0 homo_ev="0.8 / -1.5" homo_lumo_gap_ev="3.17 / 5.48" total_charge=-2 multiplicity=2
K -0.08214 -0.06908 0.19394 1.64
C -3.18763 -2.93793 5.00318 -1.01
C -1.70170 -2.59055 4.95426 -0.64
N -1.42736 -1.29900 4.36089 -0.20
C -1.61335 -1.10282 2.96821 -0.43
S -1.15395 -2.41937 1.89320 -0.33
N -2.09796 0.07331 2.70663 -1.10
N -2.14292 0.47892 1.38487 1.14
C -2.74269 1.64933 1.17326 0.34
C -3.47225 2.39106 2.26451 -1.80
C -2.68667 2.21480 -0.13917 0.60
C -3.26527 3.48674 -0.44255 -1.30
C -3.19509 3.99513 -1.71003 -0.36
C -2.54427 3.25891 -2.73053 -1.08
C -1.98478 2.04108 -2.35937 -0.11
N -2.02859 1.51002 -1.14522 0.14
H -3.36583 -3.88242 5.52972 0.41
H -3.57435 -3.03058 3.98620 0.19
H -3.75665 -2.15468 5.51381 0.29
H -1.17909 -3.34071 4.36193 0.20
H -1.27175 -2.60682 5.96024 0.44
H -1.87981 -0.52758 4.83613 0.29
H -3.52171 1.77219 3.15510 0.42
H -4.48789 2.65606 1.95162 0.34
H -2.96808 3.32746 2.53299 0.27
H -3.74764 4.05792 0.34093 0.27
H -3.62798 4.96797 -1.92233 0.36
H -2.45267 3.62634 -3.74389 0.37
H -1.44418 1.44829 -3.09737 0.38
C -2.05432 -4.16640 -1.13224 -1.03
N -1.77321 -2.79805 -1.53118 0.84
C -2.76961 -1.80544 -1.08474 -0.69
P -0.30166 -2.40501 -2.08901 -0.43
O -0.11526 -0.95208 -2.26704 -0.97
O 0.82771 -3.11104 -1.15370 0.70
P 2.08193 -2.41622 -0.36939 -0.44
O 1.93732 -0.98147 -0.10527 -0.81
N 2.26113 -3.37242 0.95114 0.53
C 1.55061 -4.63067 1.13473 -0.75
C 2.52518 -2.67086 2.22190 -0.69
N 3.33752 -2.70621 -1.42278 0.55
C 3.81910 -4.07287 -1.49789 -1.21
C 4.42779 -1.71889 -1.44332 -0.67
N -0.09152 -3.30786 -3.47141 0.33
C -0.79653 -2.76945 -4.62553 -1.05
C 1.15908 -3.94978 -3.82492 -0.68
H -2.06899 -4.24631 -0.04197 0.19
H -1.31003 -4.85300 -1.53707 0.26
H -3.03119 -4.46678 -1.52703 0.37
H -2.91559 -1.87620 -0.00843 0.13
H -3.71459 -2.00065 -1.60461 0.26
H -2.44499 -0.78791 -1.30348 0.18
H 1.44543 -5.16723 0.19241 0.19
H 0.56056 -4.47328 1.57158 0.15
H 2.14131 -5.25701 1.81107 0.36
H 3.05341 -1.73391 2.04829 0.09
H 3.15900 -3.31759 2.83539 0.37
H 1.58523 -2.46279 2.73930 0.10
H 2.99846 -4.79188 -1.52749 0.32
H 4.44997 -4.32786 -0.63588 0.26
H 4.40803 -4.20487 -2.40968 0.36
H 4.04328 -0.70628 -1.34855 -0.04
H 4.95337 -1.80118 -2.39892 0.33
H 5.14284 -1.88983 -0.63084 0.28
H -1.72088 -2.27797 -4.32252 0.32
H -1.05204 -3.58198 -5.31240 0.34
H -0.18714 -2.02983 -5.15697 0.32
H 1.61743 -4.40154 -2.95309 -0.04
H 1.88330 -3.25467 -4.26979 0.31
H 0.95576 -4.74220 -4.55283 0.44
C 5.61739 4.61259 2.78760 -1.34
C 4.32491 3.88865 2.48189 -0.11
O 4.27329 3.61588 1.08761 -0.33
P 3.95865 2.12335 0.51753 0.62
S 4.39420 2.19324 -1.39575 -0.63
S 4.77753 0.75590 1.67828 -0.56
O 2.35800 2.02623 0.77243 -0.29
C 1.42996 2.83438 0.02061 0.75
C 1.09820 4.11809 0.75332 -1.43
H 5.66315 4.88640 3.84694 0.40
H 5.70278 5.52175 2.18829 0.30
H 6.46680 3.96794 2.55543 0.27
H 3.45964 4.50756 2.74088 0.22
H 4.26052 2.95969 3.05011 0.36
H 0.51957 2.24949 -0.09438 -0.69
H 1.83476 3.02478 -0.97317 0.37
H 0.84454 3.90589 1.79404 0.28
H 0.23016 4.58985 0.28470 0.38
H 1.94187 4.80975 0.73288 0.34

***

79
Properties=species:S:1:pos:R:3:mulliken_charge:R:1 method="wB97M-V/def2-TZVPD" homo_ev=-8.9 homo_lumo_gap_ev=9.13
C 1.77858 -2.93289 -2.39335 -0.66
C 1.50900 -1.63416 -2.33948 -0.63
C 1.48265 -0.04754 -2.73191 1.99
C 0.67121 0.23287 -4.11788 -1.03
C 0.17209 -1.15485 -4.84188 -0.30
N -0.69461 -0.72394 -6.02360 -0.67
C 2.92622 0.65239 -2.64467 -0.48
C 3.81122 0.64016 -3.98519 -0.76
C 3.78911 -0.72592 -4.83808 -0.39
O 3.03074 -0.51450 -6.09434 -0.28
C 3.85486 -1.06072 -7.16013 -0.77
O 0.65621 0.60411 -1.67637 -0.45
C 0.41665 -0.28607 -0.58099 0.18
O -0.73933 -0.77978 -0.31355 -0.55
H 1.83657 -4.04562 -2.07479 0.38
H 1.22741 0.92425 -4.84846 0.20
H -0.32325 0.78699 -3.85934 0.45
H 1.04367 -1.83084 -5.15542 0.22
H -0.56371 -1.72271 -4.13943 0.29
H -0.94168 0.27594 -5.89868 0.29
H -0.06616 -0.81077 -6.83963 0.29
H 2.73278 1.77309 -2.38212 0.29
H 3.53246 0.24367 -1.73640 -0.13
H 3.59885 1.53172 -4.70355 0.33
H 4.91910 0.79490 -3.65154 0.35
H 4.88194 -0.93431 -5.19137 0.52
H 3.45889 -1.66301 -4.26392 0.14
H 4.83728 -0.46541 -7.32821 0.27
H 4.08170 -2.15961 -6.88256 0.33
H 3.30785 -1.07699 -8.17768 0.23
H 1.25163 -0.56970 0.18232 0.35
C 8.09638 1.72339 2.20393 -0.69
O 6.83301 2.06212 2.75951 -0.37
C 6.10526 2.97613 1.93896 -0.61
C 5.03740 2.25784 1.11703 -0.42
O 5.62556 1.37835 0.15560 -0.32
C 5.60983 0.02295 0.58694 -0.80
H 8.47317 0.84099 2.72614 0.24
H 8.02874 1.49089 1.13731 0.29
H 8.79974 2.54784 2.35582 0.33
H 6.78325 3.54468 1.29325 0.34
H 5.61099 3.68403 2.61261 0.38
H 4.46510 3.00429 0.55744 0.35
H 4.33892 1.71615 1.76434 0.35
H 4.60351 -0.38931 0.46315 0.24
H 5.92835 -0.08407 1.62659 0.42
H 6.29965 -0.54197 -0.04517 0.25
C -2.92834 0.74565 1.30010 -0.34
O -3.19543 2.08195 1.70850 -0.42
C -4.34455 2.17416 2.55046 -0.30
C -3.94928 2.29015 4.02127 -0.56
O -3.31896 1.09406 4.48637 -0.29
C -1.90282 1.21358 4.52908 -0.82
H -1.91586 0.70799 0.89657 -0.04
H -2.99470 0.03895 2.13255 0.22
H -3.63035 0.45293 0.51350 0.38
H -5.01557 1.32336 2.38846 0.15
H -4.88014 3.08414 2.25929 0.40
H -4.85683 2.42456 4.61827 0.37
H -3.30529 3.16035 4.18976 0.38
H -1.61033 1.79964 5.40565 0.29
H -1.49954 1.67439 3.62411 0.37
H -1.48121 0.20957 4.62272 0.25
C -8.11348 -0.54844 3.43344 -0.79
O -6.83921 -0.75932 2.84155 -0.39
C -5.88107 -1.26009 3.77581 0.05
C -5.69154 -2.76763 3.62467 -0.72
O -6.87774 -3.47985 3.98507 -0.37
C -7.63050 -3.88262 2.84804 -0.71
H -8.84643 -0.42921 2.63213 0.26
H -8.42108 -1.39012 4.06050 0.35
H -8.09583 0.36775 4.03192 0.31
H -6.16386 -0.99904 4.80134 0.31
H -4.93088 -0.76368 3.55338 0.05
H -4.90424 -3.09221 4.31204 0.36
H -5.37616 -3.02577 2.60769 0.37
H -7.15696 -4.75303 2.38396 0.32
H -7.73084 -3.08008 2.11327 0.30
H -8.62975 -4.16713 3.18728 0.24

***

76
Properties=species:S:1:pos:R:3:mulliken_charge:R:1 method="wB97M-V/def2-TZVPD" homo_ev=-9.9 homo_lumo_gap_ev=9.59
C -5.67114 -0.60770 0.57287 -0.97
C -5.43998 -0.55864 -1.01244 -0.09
Br -6.91497 -1.58993 -1.90249 -0.16
C -4.06241 -1.23584 -1.50982 -0.30
Br -2.77415 0.30327 -1.77514 -0.15
O -3.49563 -2.17617 -0.57566 -0.15
C -2.73689 -3.19592 -1.20256 0.54
O -2.40720 -4.17561 -0.48004 -0.52
O -2.27599 -3.20094 -2.54917 -0.25
S -0.75950 -2.45383 -2.72287 -0.04
H -5.29766 -1.55324 1.08882 0.27
H -6.81819 -0.59090 0.73296 0.38
H -5.27945 0.32205 1.13353 0.25
H -5.49220 0.54124 -1.33393 0.45
H -4.26499 -1.65223 -2.55394 0.52
H -1.00683 -1.45732 -3.68711 0.18
C 0.11729 -5.89365 0.84950 -1.18
C 1.08489 -4.73356 1.03597 -0.40
C 1.85918 -4.37964 -0.23473 0.02
C 2.76883 -5.48672 -0.77588 -0.79
C 3.82696 -6.00009 0.20224 -0.40
C 4.82618 -4.93332 0.62586 -1.16
H 0.64022 -6.81819 0.59152 0.34
H -0.43667 -6.07460 1.77485 0.39
H -0.60610 -5.67481 0.06159 0.23
H 1.77521 -4.95816 1.85532 0.30
H 0.51369 -3.85193 1.34791 0.31
H 2.45445 -3.47980 -0.04440 0.35
H 1.14582 -4.10447 -1.02229 -0.22
H 3.27015 -5.11156 -1.67583 0.38
H 2.15599 -6.33255 -1.10559 0.33
H 4.37445 -6.81784 -0.27945 0.36
H 3.35151 -6.43126 1.08821 0.23
H 5.34289 -4.51546 -0.24241 0.29
H 5.57946 -5.36493 1.29079 0.38
H 4.34060 -4.11570 1.16440 0.27
C -2.63468 6.24141 -3.00759 -1.23
C -1.66954 5.83331 -1.90330 -0.23
C -0.20818 5.80672 -2.35433 -0.68
C 0.11679 4.80262 -3.46442 -0.93
C -0.22522 3.34574 -3.14827 -0.26
C 0.54954 2.78681 -1.96373 -0.70
H -2.62613 5.52857 -3.83566 0.29
H -3.65588 6.28375 -2.61881 0.38
H -2.38229 7.23019 -3.40034 0.30
H -1.96335 4.85974 -1.49841 0.17
H -1.76268 6.54970 -1.07965 0.36
H 0.42441 5.60373 -1.48357 0.29
H 0.07400 6.80737 -2.70217 0.39
H 1.18672 4.87452 -3.69158 0.36
H -0.40409 5.09401 -4.38290 0.34
H 0.00294 2.73816 -4.03117 0.36
H -1.29943 3.23491 -2.97065 0.12
H 1.62733 2.85102 -2.13648 0.35
H 0.29482 1.73429 -1.80968 0.19
H 0.31606 3.32146 -1.03939 0.14
C 0.71507 0.57813 1.14082 -0.96
C 0.43431 1.78061 2.03077 -0.37
C 1.69765 2.53778 2.44310 -0.70
C 2.69923 1.73512 3.27901 -0.75
C 2.14609 1.15270 4.58088 -0.35
C 1.67447 2.21348 5.56484 -1.20
H 1.31811 -0.17379 1.65565 0.36
H -0.22412 0.10231 0.84410 0.27
H 1.24201 0.88063 0.23178 0.15
H -0.12707 1.46178 2.91453 0.36
H -0.21821 2.47112 1.48447 0.29
H 1.40367 3.43811 2.99325 0.33
H 2.20912 2.89254 1.54036 0.34
H 3.55006 2.38491 3.51456 0.40
H 3.10584 0.91764 2.67381 0.30
H 2.93618 0.56242 5.05799 0.37
H 1.32888 0.45607 4.37133 0.23
H 2.48740 2.89873 5.81965 0.29
H 1.32808 1.74304 6.48919 0.38
H 0.84423 2.79854 5.16143 0.28

***

no.,electronic energy (eV)
1,-122441.0745
2,-43482.8102
3,-180653.7230